Entry 1:
{"formula": "C25H27N7O8STi", "method": "ωB97M-V/def2-TZVPD", "elements": ["C", "H", "H", "H", "H", "C", "O", "H", "O", "C", "C", "H", "H", "O", "H", "C", "H", "H", "H", "H", "C", "O", "N", "H", "C", "O", "O", "H", "C", "N", "S", "H", "C", "O", "C", "H", "H", "H", "C", "H", "H", "C", "H", "C", "C", "C", "C", "Ti", "N", "H", "C", "H", "H", "C", "C", "N", "H", "N", "C", "H", "C", "N", "C", "C", "N", "C", "H", "O", "C"], "positions_angstrom": [[4.93055, -0.62360, 1.86930], [-2.05884, 5.73033, 5.01907], [6.02500, 0.51518, -0.36966], [4.46302, -0.59476, 2.85421], [0.08149, 1.49341, 3.59949], [-1.58802, 4.80482, 4.70403], [1.49287, -3.45792, -3.19557], [4.05595, 2.58472, 0.90953], [-2.06061, -2.33449, -2.03523], [4.51303, 1.82372, 1.54531], [-1.63913, -4.16359, 0.37271], [0.50384, -3.30946, -5.01783], [-1.51128, -5.86276, 1.68504], [0.25161, -2.02033, 4.62646], [-0.53386, -4.47818, 3.60650], [-0.01162, 3.03242, 5.08920], [4.51396, 1.10942, -1.09678], [0.99118, 6.13961, 1.02667], [-2.70447, 4.65530, 2.86821], [5.58374, 2.03953, 1.64174], [2.84638, 0.17212, 0.83220], [-2.24518, 0.92222, 1.87055], [1.08528, -1.17301, -3.25775], [0.55967, -1.29289, -4.10669], [-1.31802, -4.80422, 1.56104], [-0.00720, -0.50268, 2.98897], [-2.80221, 3.17024, 0.98373], [1.91351, -4.37860, -4.93271], [-1.66448, -1.93817, -0.93431], [0.23316, 4.23909, 0.92363], [-1.81989, 2.29334, 1.56546], [6.00669, -0.44286, 1.97597], [-0.75416, -4.03907, 2.64255], [1.25204, -2.33514, -1.28998], [1.06665, 5.18245, 0.51532], [2.66083, 5.77111, -0.82528], [2.14990, -2.61639, -4.98349], [0.67883, 4.55717, 7.03443], [0.30999, 3.04792, 0.30897], [4.04779, 1.88934, 2.52998], [4.77663, -1.62349, 1.46128], [4.94274, 0.35224, -0.43723], [0.74239, 2.56130, 5.71044], [-0.37428, 2.43289, 3.89523], [-1.38313, -2.81171, 0.21979], [-0.03125, -1.69467, 3.47791], [1.64821, -0.03242, 0.73023], [-0.45956, -0.16273, 1.02278], [1.17008, 2.75964, -0.68678], [1.50411, 0.27030, -1.97111], [1.98571, 3.71949, -1.06396], [-0.36692, 5.80863, 6.74390], [-0.06949, -0.10280, -2.02504], [-1.34793, 3.03228, 3.10669], [1.51301, -3.41964, -4.60673], [-0.25114, 4.80680, 6.73370], [2.67303, 3.47062, -1.86992], [-0.52421, 2.02673, 0.67050], [-0.60493, 4.22262, 5.49987], [4.75878, -0.62497, -0.88607], [1.99203, 4.98962, -0.49398], [-0.79068, -2.11719, 1.25447], [-0.51811, -2.71472, 2.44400], [4.28992, 0.42593, 0.95039], [0.75117, 0.05046, -2.61807], [1.24261, -2.30706, -2.48191], [-2.09814, -4.69661, -0.45213], [-1.41595, -0.67798, -0.64773], [-1.95715, 4.20794, 3.50871]], "spin_multiplicity": 3, "total_charge": -2, "homo_ev": [0.751, -2.890], "e_above_lowest_kj_mol": 94.81, "s2": 2.022, "total_energy_ha": -3201.88219, "homo_lumo_gap_ev": [3.57, 7.21]}

=====

Entry 2:
{"formula": "C25H27NO3", "method": "ωB97M-V/def2-TZVPD", "elements": ["C", "H", "C", "C", "H", "H", "C", "C", "C", "H", "H", "C", "H", "H", "C", "O", "H", "H", "H", "C", "H", "H", "H", "O", "H", "C", "H", "H", "C", "C", "H", "C", "C", "C", "C", "H", "H", "H", "H", "N", "H", "C", "H", "H", "C", "H", "C", "C", "C", "H", "O", "C", "C", "H", "C", "C"], "positions_angstrom": [[-0.39808, 3.11281, 1.08302], [-1.65915, 3.63485, 6.07885], [-4.72172, -0.38295, 6.34435], [-2.07733, 1.08942, 6.89672], [-1.04329, 3.99684, 1.19861], [-2.11081, 4.26621, 4.47209], [-3.78010, 2.06969, 3.86800], [-2.97084, -0.15296, 2.01620], [-4.79013, 1.19387, 4.44094], [-1.06478, -1.06124, 2.43734], [-2.39665, -2.17566, 2.14694], [-8.36270, 3.88537, -0.57365], [-4.20087, -0.74131, 7.22908], [-9.27526, 3.37319, -0.24650], [-2.87110, 2.35990, 4.91660], [-4.10741, -0.47029, 2.34566], [0.63878, 3.41246, 0.89988], [-8.54183, 4.95762, -0.45095], [-0.85658, 3.00654, 4.60175], [-5.84212, -1.02372, 5.80971], [-2.46527, 0.73948, -0.29581], [-3.01081, 2.39425, -0.05651], [-4.65519, 4.74030, 2.15097], [-1.07829, 0.71526, 3.61634], [-6.53052, 1.09748, 3.19708], [-1.25876, 1.43996, 2.63722], [-1.20753, 0.60537, 6.42786], [-6.19667, -1.96159, 6.23958], [-1.94716, -1.23091, 1.81431], [-6.49780, -0.48545, 4.68917], [-1.65191, -1.32973, 0.76067], [-0.90065, 2.20473, -0.01525], [-7.14074, 3.45539, 0.19885], [-1.80772, 3.36847, 5.02559], [-4.24415, 0.73371, 5.67381], [-6.66479, 5.44890, 0.86195], [-0.95700, 2.78148, -0.95068], [-2.96433, 3.30118, 2.41894], [-7.34700, 1.36344, -0.27281], [-3.07155, 1.44297, 5.90276], [-0.17787, 1.39489, -0.19947], [-5.23700, 4.00306, 1.59413], [-8.26237, 3.67983, -1.64618], [-2.53269, 0.39581, 7.60479], [-5.99475, 0.63137, 4.02063], [-5.33102, 0.66957, 0.99931], [-5.58600, 1.72275, 0.93626], [-6.36757, 4.39625, 0.88648], [-2.28474, 1.64873, 0.29652], [-7.40165, -0.96544, 4.31214], [-0.34951, 2.39579, 2.34980], [-2.55359, 1.34718, 1.80750], [-6.74275, 2.11600, 0.24104], [-1.74098, 1.98646, 7.42096], [-3.51042, 2.34755, 2.41217], [-4.81334, 2.66832, 1.61951]], "spin_multiplicity": 1, "homo_ev": -6.892, "e_above_lowest_kj_mol": 151.46, "total_energy_ha": -1249.30999, "homo_lumo_gap_ev": 7.49}

=====

Entry 3:
{"formula": "C25H28BCl3GeN7O2Ti", "method": "ωB97M-V/def2-TZVPD", "elements": ["C", "H", "H", "C", "H", "C", "C", "Ti", "N", "C", "H", "N", "C", "H", "N", "C", "C", "O", "H", "H", "B", "C", "H", "Cl", "C", "H", "C", "C", "H", "H", "H", "Ge", "C", "C", "C", "H", "H", "H", "H", "N", "C", "Cl", "H", "C", "H", "H", "H", "N", "H", "C", "C", "C", "C", "H", "H", "N", "H", "C", "C", "C", "H", "H", "O", "C", "N", "H", "H", "Cl"], "positions_angstrom": [[6.06060, 9.59591, 14.88820], [14.31081, 8.58438, 9.48387], [9.77632, 3.28252, 10.91046], [11.24556, 6.28834, 10.12052], [5.15301, 9.99331, 14.45329], [9.48540, 10.70530, 14.03192], [12.46147, 5.73311, 9.66709], [9.52212, 9.59379, 11.20544], [11.10406, 7.65548, 10.19195], [11.66269, 3.43080, 9.85620], [5.33834, 13.13121, 11.56959], [8.61922, 11.12120, 10.20429], [7.53984, 7.66557, 9.51691], [6.04586, 8.49906, 14.81205], [7.74838, 8.83121, 10.15280], [10.89604, 11.05995, 14.33801], [12.63255, 4.31926, 9.47534], [11.16581, 10.38856, 11.05550], [8.28781, 6.00912, 8.54131], [7.79547, 7.34508, 7.48573], [6.65256, 10.42837, 11.73394], [8.16139, 13.28867, 9.73168], [4.93965, 12.91936, 9.87217], [11.23593, 7.61815, 16.24795], [4.40098, 7.87520, 11.44880], [11.74966, 2.34720, 9.71059], [5.69432, 13.31502, 10.54009], [8.49491, 10.29552, 14.94739], [8.24425, 14.31982, 9.42610], [5.51974, 10.83764, 11.98712], [3.81655, 8.74921, 11.24348], [12.15901, 7.26325, 14.29408], [12.17488, 8.40767, 9.97078], [10.48086, 12.27876, 9.08975], [7.30617, 10.14935, 14.24843], [5.83150, 14.39744, 10.42417], [11.25400, 12.30716, 9.83801], [6.15356, 9.86486, 15.93344], [8.68039, 10.05954, 15.98596], [7.25413, 11.37297, 10.59178], [6.31326, 7.13628, 9.91412], [12.00940, 5.11594, 13.77133], [4.47248, 7.68768, 12.54654], [13.45498, 7.90797, 9.62930], [3.94375, 7.01145, 10.95287], [9.34144, 5.75047, 10.94171], [11.02170, 12.14984, 14.39484], [8.91346, 10.75788, 12.80092], [10.61113, 11.40741, 8.45771], [9.11856, 12.25303, 9.68748], [12.22265, 9.85940, 10.37483], [5.75275, 8.05496, 10.81809], [7.03167, 12.67276, 10.33626], [9.39773, 7.41061, 8.41496], [10.60063, 13.19241, 8.45554], [7.52509, 10.54822, 12.97961], [11.07679, 10.56483, 15.32354], [13.58733, 6.54747, 9.43589], [10.50729, 3.96340, 10.49852], [8.31806, 7.09124, 8.41042], [11.57172, 10.63103, 13.60684], [14.50156, 6.09481, 9.04706], [13.23495, 10.50075, 10.07243], [10.26276, 5.36163, 10.53277], [6.62926, 9.07913, 10.99307], [13.52416, 4.00960, 8.99450], [5.84061, 6.18622, 9.62837], [9.81376, 7.76445, 12.85487]], "spin_multiplicity": 2, "total_charge": 2, "homo_ev": [-14.136, -14.112], "e_above_lowest_kj_mol": 111.45, "s2": 0.758, "total_energy_ha": -5834.72753, "homo_lumo_gap_ev": [6.67, 3.54]}

=====

Entry 4:
{"formula": "C25H28BN8OS2W", "method": "ωB97M-V/def2-TZVPD", "elements": ["C", "C", "H", "H", "H", "C", "N", "H", "B", "H", "H", "N", "C", "C", "H", "N", "C", "H", "H", "H", "C", "H", "H", "H", "H", "C", "C", "N", "C", "N", "C", "C", "H", "H", "C", "H", "S", "C", "C", "H", "W", "C", "H", "N", "C", "H", "C", "H", "H", "C", "C", "H", "N", "C", "N", "C", "H", "H", "H", "O", "C", "S", "C", "C", "H", "H"], "positions_angstrom": [[1.46675, -3.96339, 1.51441], [3.12049, -1.28686, -3.76996], [0.32217, -1.93852, -4.08493], [-1.71472, 3.88301, 3.06614], [-4.04126, 0.10952, 3.74412], [0.96091, -5.24713, 1.46779], [-0.78951, -2.20714, -0.90648], [-4.92248, 2.57926, 0.77246], [-2.52562, 1.58430, 1.76360], [-1.62560, -1.95975, -2.78971], [1.39987, -6.02158, 2.08589], [1.10253, -0.87763, -2.44114], [4.44358, -1.00453, -4.08322], [0.46138, 3.56431, 2.65005], [-5.44917, 2.11244, -1.87850], [-3.14989, 1.51474, 0.35047], [0.93335, -2.92207, 0.73578], [-0.93284, -3.55646, -2.53771], [-0.71561, 0.03558, -2.90836], [6.14723, 0.21757, -3.61343], [-1.35654, -1.59082, 3.01443], [1.25394, -2.88490, -2.90858], [-3.22281, 0.70926, -2.70389], [-2.74060, -1.43519, -1.10684], [0.71301, 1.13554, -2.90312], [3.14386, 0.37372, -2.01249], [-0.78543, -2.48808, -2.34049], [-1.14662, 2.25552, 1.87241], [0.99372, 2.52449, 1.88532], [0.02144, 1.75149, 1.42233], [-0.14332, -3.23363, -0.10548], [-3.13695, -0.36839, 3.40321], [-0.57478, -2.33402, 2.98969], [4.93348, -1.54848, -4.88139], [4.46531, 0.65629, -2.36042], [2.60320, -2.04129, -4.34660], [1.70681, -1.35387, 0.78978], [-0.89908, 3.35123, 2.60774], [-2.14399, -1.98141, -0.38528], [-3.29238, 2.24358, 2.42221], [0.22554, 0.33502, -0.27583], [-0.11160, -5.54219, 0.63347], [-2.72951, -2.83880, -0.02951], [-1.29619, -0.55019, 2.19746], [0.22803, 0.29072, -2.41470], [-2.02932, -1.35531, 0.48985], [2.45706, -0.61380, -2.74597], [-2.83479, -2.21711, 4.57209], [2.02065, 2.30785, 1.64411], [-4.34505, 2.05407, 0.03049], [-2.51309, -1.52875, 3.80940], [-0.52752, -6.54110, 0.59516], [-2.60033, 0.93560, -0.73117], [-3.45994, 1.09495, -1.72295], [-2.39370, 0.19263, 2.43284], [-0.65136, -4.52988, -0.13963], [0.99268, 4.35233, 3.15369], [-1.50485, -4.74493, -0.77327], [4.98633, 1.41833, -1.79330], [-0.33236, 2.28675, -0.82836], [-4.59474, 1.80704, -1.29948], [2.42942, 1.28824, -0.70022], [0.52951, -2.07511, -3.01076], [5.11684, -0.02050, -3.37879], [-0.54601, 2.19354, -1.76634], [2.30281, -3.72987, 2.16239]], "spin_multiplicity": 3, "total_charge": -1, "homo_ev": [-3.349, -4.046], "e_above_lowest_kj_mol": 118.41, "s2": 2.018, "total_energy_ha": -2371.16842, "homo_lumo_gap_ev": [6.12, 6.83]}